{"formula": "C3H6NO2", "method": "the ωB97M-V functional and the def2-TZVPD basis", "e_homo_ha": -0.15137, "orbital_gap_ha": 0.303, "largest_force_ha_per_bohr": 0.07434, "e_above_lowest_kj_mol": 201.6, "total_charge": -1, "symbols": ["C", "C", "N", "H", "H", "H", "H", "H", "O", "C", "O", "H"], "positions_angstrom": [[0.38480, -0.87510, -1.44559], [2.00313, 0.09405, -0.02367], [1.78573, -0.75895, -0.94010], [0.24279, -0.70397, -2.60736], [0.29567, -1.97144, -1.17605], [-0.32084, -0.13043, -0.96985], [1.13268, 0.60695, 0.53934], [3.01082, 0.26289, 0.48164], [-1.85438, 0.61258, 0.30454], [-2.10137, 0.87469, 1.52737], [-1.88753, 1.94008, 2.26239], [-2.69148, 0.04865, 2.04736]], "atomic_forces_ev_per_a": [[0.3, -0.2, -0.4], [-1.1, 0.1, 1.7], [0.5, 1.7, -0.7], [0.9, -0.6, 2.2], [-1.2, 1.2, -0.6], [0.5, -1.2, 0.0], [1.1, -0.3, -1.1], [-1.0, -0.5, -1.1], [0.1, 0.8, 1.9], [-0.2, 1.9, 0.5], [-0.3, -3.0, -2.3], [0.4, 0.4, 0.0]]}